## 1
{
  "formula": "C5H16N2O",
  "method": "ωB97M-V/def2-TZVPD",
  "species": ["C", "C", "C", "N", "C", "C", "N", "H", "H", "H", "H", "H", "H", "H", "H", "H", "H", "H", "H", "H", "H", "O", "H", "H"],
  "positions_angstrom": [[-1.8314, -0.4484, 1.7005], [-0.3701, -0.2810, 1.2663], [0.5826, -0.1530, 2.4453], [-0.1575, 0.8872, 0.4082], [-0.8183, 0.9288, -0.9090], [-0.8093, -0.4316, -1.6407], [0.1185, -0.5033, -2.7609], [-2.1537, 0.4277, 2.2431], [-2.4065, -0.6448, 0.8166], [-1.9331, -1.3285, 2.3498], [-0.0386, -1.1168, 0.6860], [1.5108, 0.1706, 2.0599], [0.2275, 0.5902, 3.1409], [0.7820, -1.0479, 3.0407], [-0.3851, 1.7041, 0.9636], [-1.8264, 1.2565, -0.7169], [-0.2449, 1.6023, -1.5525], [-1.8192, -0.5501, -1.9822], [-0.6660, -1.2137, -0.8999], [0.5320, 0.3935, -2.9027], [0.8699, -1.1372, -2.5349], [2.6701, 0.0415, -0.6297], [3.3483, -0.5405, -0.2697], [2.9229, 0.9058, -0.2980]],
  "e_lumo_ha": 0.02809,
  "charge": 0,
  "homo_energy_ev": -8.32,
  "gap_ev": 9.087
}

## 2
{
  "formula": "C5H16N2O",
  "method": "ωB97M-V/def2-TZVPD",
  "species": ["C", "N", "C", "C", "N", "C", "C", "H", "H", "H", "H", "H", "H", "H", "H", "H", "H", "H", "H", "H", "H", "O", "H", "H"],
  "positions_angstrom": [[2.5000, 1.1898, -2.0445], [1.7547, 0.1418, -1.3687], [1.0747, 0.7342, -0.1908], [0.3155, -0.3430, 0.6316], [-1.1441, -0.4483, 0.4340], [-1.5157, -0.2306, -0.9559], [-1.8238, 0.5065, 1.2920], [3.6069, 1.1715, -2.0069], [2.2535, 1.1706, -3.1087], [2.2945, 2.2009, -1.6937], [2.2617, -0.6627, -1.0348], [1.8482, 1.1342, 0.4774], [0.3182, 1.5059, -0.3424], [0.4940, -0.0394, 1.6782], [0.7886, -1.3184, 0.4492], [-1.0349, -0.8495, -1.7124], [-1.3992, 0.8330, -1.2192], [-2.5849, -0.4398, -1.1186], [-2.8864, 0.2227, 1.3096], [-1.6213, 0.3322, 2.3475], [-1.7332, 1.5485, 0.9341], [-1.5153, -2.7325, 2.6984], [-0.5716, -2.5430, 2.7446], [-1.6801, -3.0843, 1.8001]],
  "e_lumo_ha": 0.03231,
  "charge": 0,
  "homo_energy_ev": -8.46,
  "gap_ev": 9.342
}

Q: Which of them is the least stable? A: 2.

## 1
{
  "formula": "C5H16N2O",
  "method": "ωB97M-V/def2-TZVPD",
  "species": ["C", "C", "N", "C", "N", "C", "C", "H", "H", "H", "H", "H", "H", "H", "H", "H", "H", "H", "H", "H", "H", "O", "H", "H"],
  "positions_angstrom": [[0.5436, 1.7196, -1.4397], [0.4745, 0.1962, -1.2208], [1.8064, -0.4028, -1.4267], [0.0606, -0.1352, 0.2034], [-1.3157, 0.2563, 0.4677], [-2.2929, -0.7010, 0.0197], [-1.5492, 0.8131, 1.8179], [-0.4179, 2.1825, -1.6908], [0.8034, 2.2562, -0.5490], [1.2106, 1.9224, -2.2754], [-0.2695, -0.1278, -1.9296], [2.5507, 0.1743, -1.0918], [1.9085, -0.8575, -2.3157], [0.2612, -1.1975, 0.4009], [0.7407, 0.3734, 0.8799], [-3.1549, -0.1928, -0.4084], [-1.8349, -1.3789, -0.6943], [-2.6545, -1.3894, 0.7984], [-2.3742, 0.3018, 2.3032], [-1.7177, 1.8866, 1.7630], [-0.6842, 0.5769, 2.4321], [2.8442, -2.4265, 1.2985], [2.3498, -1.9744, 0.5994], [2.7114, -1.8757, 2.0582]],
  "e_lumo_ha": 0.03187,
  "charge": 0,
  "homo_energy_ev": -8.33,
  "gap_ev": 9.193
}

## 2
{
  "formula": "C5H16N2O",
  "method": "ωB97M-V/def2-TZVPD",
  "species": ["C", "N", "C", "C", "C", "C", "N", "H", "H", "H", "H", "H", "H", "H", "H", "H", "H", "H", "H", "H", "H", "H", "H", "O"],
  "positions_angstrom": [[0.7603, -0.8005, -0.0591], [1.8831, 0.0718, -0.2980], [2.7029, 0.3101, 0.8697], [-0.1627, -0.8377, -1.2798], [-0.6313, 0.6458, -1.5612], [-1.3770, 1.3568, -0.3918], [-2.2022, 0.6373, 0.5401], [0.8474, -1.8210, 0.3513], [0.1496, -0.1982, 0.7410], [2.4870, -0.3962, -0.9683], [2.2814, 1.0576, 1.5397], [3.0275, -0.6306, 1.3563], [3.5915, 0.8820, 0.5717], [0.1194, -1.4211, -2.1482], [-1.0901, -1.3028, -0.9120], [0.0989, 1.2340, -2.1141], [-1.5285, 0.5722, -2.2182], [-2.0112, 2.1455, -0.7859], [-0.5904, 1.9020, 0.2221], [-0.0946, 0.0969, 1.5740], [-2.9924, 0.2883, -0.0027], [-1.7661, -0.4277, 1.1912], [-2.0927, -2.0012, 1.9981], [-1.4099, -1.3634, 1.7840]],
  "e_lumo_ha": -0.06699,
  "charge": 0,
  "homo_energy_ev": -7.28,
  "gap_ev": 5.453
}

Q: Which of them is the least stable? A: 2.